{"formula": "C5H9F3O4S", "method": "ωB97M-V with the def2-TZVPD basis set", "smiles": "COCCOCS(=O)(=O)C(F)(F)F", "gap_ev": 10.905, "symbols": ["C", "O", "C", "C", "O", "C", "S", "O", "O", "C", "F", "F", "F", "H", "H", "H", "H", "H", "H", "H", "H", "H"], "coordinates": [[2.801, -1.343, 0.548], [2.959, -0.426, -0.514], [1.742, -0.050, -1.116], [1.105, 1.124, -0.374], [-0.318, 1.071, -0.478], [-1.004, 1.293, 0.703], [-2.657, 0.528, 0.696], [-2.839, -0.118, 1.959], [-3.582, 1.489, 0.179], [-2.640, -0.876, -0.570], [-1.457, -1.477, -0.679], [-3.005, -0.415, -1.754], [-3.528, -1.768, -0.149], [3.796, -1.661, 0.851], [2.227, -2.218, 0.227], [2.298, -0.891, 1.411], [1.027, -0.881, -1.124], [1.971, 0.217, -2.147], [1.418, 1.084, 0.674], [1.440, 2.080, -0.783], [-1.244, 2.353, 0.854], [-0.509, 0.886, 1.589]], "forces_ev_per_angstrom": [[0.0, 0.0, 0.0], [0.1, -0.1, -0.1], [-0.1, 0.0, 0.0], [0.1, 0.2, 0.1], [-0.2, -0.2, -0.2], [0.0, 0.1, 0.1], [0.2, -0.1, -0.3], [0.0, 0.1, 0.1], [-0.1, -0.1, 0.0], [0.0, 0.1, 0.1], [0.0, 0.0, 0.2], [0.0, 0.0, -0.1], [-0.1, 0.0, 0.0], [0.0, 0.0, 0.0], [0.0, 0.0, 0.0], [0.0, 0.0, 0.0], [0.0, 0.0, 0.0], [0.0, 0.0, 0.0], [-0.1, 0.0, 0.0], [0.0, 0.0, 0.0], [0.0, 0.0, 0.1], [0.1, -0.1, -0.1]]}



{"formula": "C5H9FNO3PPdS", "method": "ωB97M-V with the def2-TZVPD basis set", "total_charge": 2, "gap_ev": 4.831, "symbols": ["C", "C", "C", "F", "P", "N", "C", "O", "S", "C", "O", "O", "H", "H", "H", "H", "H", "H", "H", "H", "H", "Pd"], "coordinates": [[3.097, 0.099, 0.252], [2.075, -0.610, -0.769], [0.656, -0.011, -0.472], [0.646, 1.333, -1.015], [-0.781, -0.935, -1.282], [-0.963, -2.543, -0.614], [-1.148, -2.390, 0.650], [-1.497, -2.455, 1.755], [-2.532, 0.308, -0.812], [-2.114, 1.238, 0.768], [-3.778, -0.450, -0.698], [-2.575, 1.334, -1.874], [2.511, 0.825, 0.903], [3.574, -0.644, 0.936], [3.826, 0.677, -0.367], [2.120, -1.728, -0.737], [2.338, -0.291, -1.818], [0.410, 0.011, 0.694], [-3.010, 1.799, 1.170], [-1.310, 2.070, 0.546], [-1.733, 0.501, 1.541], [0.156, 1.852, 1.269]], "forces_ev_per_angstrom": [[-0.7, -0.2, -0.5], [0.3, 0.7, 0.7], [0.7, 0.1, -2.2], [-0.2, -1.9, 0.3], [1.1, -2.0, 0.4], [0.5, 3.4, 1.7], [-1.5, -2.2, 0.2], [1.2, 0.7, -2.0], [-4.9, 3.1, -3.6], [0.6, -0.3, 2.1], [2.9, 0.5, 1.2], [1.3, -2.0, 2.4], [0.7, -0.5, -0.5], [-0.3, 0.7, -0.7], [-0.4, -0.5, 0.9], [-0.3, 0.9, 0.2], [-0.5, -0.3, 1.0], [-0.2, 0.5, -0.3], [0.6, -0.9, -0.6], [-1.7, -0.4, -1.4], [-1.0, 0.5, -0.7], [1.5, -0.1, 1.3]]}



{"formula": "C5H9FOS", "method": "ωB97M-V with the def2-TZVPD basis set", "smiles": "CS/C=C(\\CO)CF", "gap_ev": 9.263, "symbols": ["C", "C", "C", "C", "C", "H", "H", "H", "H", "H", "H", "H", "H", "H", "O", "F", "S"], "coordinates": [[3.110, 0.382, 0.493], [0.460, 0.440, -0.236], [-0.748, -0.004, -0.328], [-1.171, -1.401, -0.458], [-1.928, 1.009, -0.218], [4.094, -0.061, 0.272], [2.837, 0.317, 1.545], [3.237, 1.405, 0.143], [0.734, 1.471, -0.190], [-1.728, -1.371, -1.421], [-0.315, -2.093, -0.473], [-1.771, -1.787, 1.362], [-2.496, 0.755, 0.682], [-2.573, 0.961, -1.099], [-2.223, -1.785, 0.470], [-1.431, 2.307, -0.049], [1.911, -0.545, -0.497]], "forces_ev_per_angstrom": [[0.4, -0.2, -0.5], [3.0, 0.0, -0.4], [-2.9, 1.3, 1.0], [-1.5, -0.4, -1.1], [1.2, -0.7, 0.5], [-0.4, -0.2, 0.4], [0.3, 0.1, 0.0], [-0.5, 0.2, 0.1], [-0.4, 0.6, 0.2], [0.6, -0.8, 0.2], [-0.5, 0.1, 0.0], [-0.9, -0.1, -1.2], [-0.1, 0.1, -0.2], [0.1, 0.2, 0.0], [1.9, 0.2, 1.3], [-0.4, -0.4, -0.3], [0.0, -0.1, 0.1]]}



{"formula": "C5H9FS", "method": "ωB97M-V with the def2-TZVPD basis set", "smiles": "C=CC1(F)CC1.S", "gap_ev": 10.362, "symbols": ["C", "C", "C", "C", "C", "F", "S", "H", "H", "H", "H", "H", "H", "H", "H", "H"], "coordinates": [[0.259, 1.739, 0.132], [1.720, 1.605, -0.013], [0.880, 0.408, 0.275], [0.506, -1.931, -0.149], [0.840, -0.719, -0.586], [0.848, 0.163, 1.707], [-3.885, -0.762, 0.101], [-0.319, 2.193, 0.849], [-0.285, 1.944, -0.700], [2.025, 1.733, -1.000], [2.361, 1.978, 0.746], [-2.618, -0.891, -0.351], [0.545, -2.848, -0.768], [0.344, -2.148, 0.857], [0.984, -0.526, -1.648], [-4.203, -1.938, 0.549]], "forces_ev_per_angstrom": [[0.4, -0.6, -0.7], [-0.3, 0.3, 1.1], [0.2, 1.7, 3.2], [0.9, -0.8, -1.8], [-1.1, -1.8, -0.6], [0.4, -0.6, -1.7], [0.0, 2.0, -0.5], [-0.3, 0.6, 2.6], [-1.1, 0.2, -3.1], [0.8, 0.0, -1.4], [0.5, 0.1, 0.5], [-0.3, -0.7, 0.3], [-0.2, 0.9, 0.0], [-0.3, 0.1, 1.6], [0.2, 0.0, 0.2], [0.4, -1.3, 0.2]]}



{"formula": "C5H9N", "method": "ωB97M-V with the def2-TZVPD basis set", "total_charge": -1, "gap_ev": [4.124, 6.807], "multiplicity": 2, "symbols": ["C", "N", "C", "C", "C", "C", "H", "H", "H", "H", "H", "H", "H", "H", "H"], "coordinates": [[-1.602, 1.367, -1.018], [-1.236, 0.033, -0.513], [0.146, -0.108, -0.124], [1.156, 0.503, -0.807], [1.569, -1.337, 1.482], [0.315, -0.806, 1.128], [-2.583, 1.291, -1.507], [-0.964, 1.670, -1.842], [-1.609, 2.126, -0.228], [-1.813, -0.108, 0.310], [1.147, 0.604, -1.896], [2.085, 0.841, -0.367], [1.814, -1.547, 2.519], [2.246, -1.768, 0.754], [-0.263, -0.373, 1.949]], "forces_ev_per_angstrom": [[-0.4, -0.7, -0.7], [0.0, 0.8, -0.6], [-0.7, -0.3, 1.6], [0.4, 0.1, -1.4], [-0.1, -0.3, 0.5], [1.1, 1.3, -0.4], [-0.2, 0.1, 0.5], [0.4, 0.1, 0.3], [0.1, 0.2, -0.1], [0.2, -0.6, 0.0], [-0.4, 0.4, 0.1], [0.1, -0.7, 0.4], [-0.1, 0.0, 0.0], [0.0, 0.2, -0.2], [-0.4, -0.5, 0.0]]}



{"formula": "C5H9N", "method": "ωB97M-V with the def2-TZVPD basis set", "total_charge": -1, "gap_ev": [5.322, 5.891], "multiplicity": 2, "symbols": ["C", "N", "C", "C", "C", "C", "H", "H", "H", "H", "H", "H", "H", "H", "H"], "coordinates": [[-0.362, 1.028, -1.756], [-0.164, -2.022, 0.527], [-0.379, -0.636, 0.199], [0.167, -0.219, -1.081], [0.184, 1.538, 1.418], [0.511, 0.300, 0.927], [0.311, 1.891, -1.740], [-1.325, 1.250, -1.301], [-0.533, 0.757, -2.811], [-0.654, -2.643, -0.100], [-0.367, -2.224, 1.494], [1.051, -0.663, -1.554], [0.798, 2.083, 2.130], [-0.859, 1.842, 1.347], [1.417, -0.239, 1.236]], "forces_ev_per_angstrom": [[0.1, -1.1, -0.1], [0.8, 0.0, 0.1], [0.8, 0.8, -0.7], [-0.5, 0.2, -0.7], [-0.1, -0.6, 0.1], [-1.3, -0.4, 1.6], [0.0, 0.2, 0.2], [0.0, 0.4, -0.1], [-0.1, 0.3, 0.0], [-0.1, 0.0, 0.1], [-0.3, -0.1, -0.1], [-0.2, -0.4, 0.2], [0.3, 0.0, -0.4], [0.2, 0.1, -0.1], [0.3, 0.5, -0.1]]}



{"formula": "C5H9N", "method": "ωB97M-V with the def2-TZVPD basis set", "smiles": "C/C=C/N=C/C", "gap_ev": 9.685, "symbols": ["C", "C", "C", "C", "C", "N", "H", "H", "H", "H", "H", "H", "H", "H", "H"], "coordinates": [[0.500, -0.927, 0.716], [1.199, -0.028, -0.021], [-1.371, 0.092, 0.217], [2.651, 0.124, -0.127], [-2.727, 0.207, -0.284], [-0.809, -0.994, 0.381], [0.994, -1.687, 1.254], [0.673, 0.322, -0.842], [-0.976, 1.079, 0.300], [3.283, -0.412, -0.871], [3.157, 0.032, 0.846], [2.658, 1.161, -0.389], [-2.595, 0.734, -1.291], [-3.279, 0.991, 0.283], [-3.357, -0.693, -0.172]], "forces_ev_per_angstrom": [[2.2, 1.8, -2.1], [0.7, -3.5, 0.9], [-2.3, 1.0, -0.5], [1.3, 0.6, 0.9], [-1.9, 1.4, -0.7], [-0.7, -2.1, 1.3], [0.2, -0.6, 1.1], [-0.9, 1.2, -1.3], [1.3, 0.6, 0.8], [-1.0, 0.0, 0.2], [-0.1, 0.0, -0.3], [1.1, 0.9, -0.2], [-0.7, -1.3, 0.8], [0.4, -0.3, -0.1], [0.6, 0.3, -0.9]]}



{"formula": "C5H9N", "method": "ωB97M-V with the def2-TZVPD basis set", "smiles": "C1C[C@H]2N[C@@H]2C1", "gap_ev": 9.656, "symbols": ["C", "C", "C", "C", "C", "H", "H", "H", "H", "H", "H", "H", "H", "H", "N"], "coordinates": [[-0.532, -1.006, -0.836], [0.806, -0.143, -1.067], [0.874, 0.354, 0.352], [-0.375, 1.073, 0.609], [-1.128, -0.493, 0.645], [-1.382, -0.829, -1.588], [-0.342, -2.158, -0.882], [1.807, -0.515, -1.491], [0.687, 0.600, -1.795], [1.188, -0.252, 1.216], [1.270, 1.654, 2.050], [-0.642, 1.518, -0.266], [-2.302, -0.258, 0.696], [-0.878, -1.198, 1.407], [0.948, 1.653, 0.949]], "forces_ev_per_angstrom": [[-1.1, -1.2, 0.0], [1.6, -1.5, 0.5], [2.7, 0.9, 0.7], [-0.5, -3.9, 2.7], [-2.1, 2.8, -1.8], [1.6, 0.0, 0.8], [-0.3, 2.1, 0.4], [-1.6, -1.0, 1.0], [-0.9, 1.7, -0.6], [-0.4, -1.3, -1.3], [-1.1, -0.3, -3.7], [-1.4, 1.2, -2.1], [2.5, -1.0, -0.5], [0.3, 0.0, 0.7], [0.6, 1.4, 3.1]]}



{"formula": "C5H9N", "method": "ωB97M-V with the def2-TZVPD basis set", "gap_ev": 8.204, "symbols": ["C", "C", "C", "N", "C", "C", "H", "H", "H", "H", "H", "H", "H", "H", "H"], "coordinates": [[-1.216, 0.774, 0.499], [-1.769, -0.242, -0.461], [-0.516, -0.537, 0.316], [0.791, -0.652, -0.303], [2.153, -0.579, 0.501], [1.731, 0.477, -0.462], [-0.781, 1.668, 0.063], [-1.716, 0.939, 1.448], [-2.670, -0.786, -0.187], [-1.686, -0.014, -1.520], [-0.614, -1.251, 1.129], [1.816, -0.254, 1.499], [0.888, -1.426, -0.942], [2.189, 0.546, -1.452], [1.283, 1.421, -0.150]], "forces_ev_per_angstrom": [[0.1, 0.1, 0.1], [-0.1, -0.1, -0.1], [0.0, -0.1, 0.2], [0.0, -0.1, 0.0], [-0.2, 0.2, 0.2], [0.0, 0.1, -0.2], [0.0, -0.2, 0.1], [0.1, 0.0, -0.2], [0.2, 0.1, -0.1], [0.1, 0.0, 0.2], [0.0, 0.1, -0.1], [0.1, 0.0, -0.1], [-0.2, 0.2, -0.2], [0.0, -0.1, 0.2], [0.1, -0.2, 0.0]]}



{"formula": "C5H9N", "method": "ωB97M-V with the def2-TZVPD basis set", "smiles": "CC(C)CC#N", "gap_ev": 12.335, "symbols": ["C", "C", "C", "C", "C", "N", "H", "H", "H", "H", "H", "H", "H", "H", "H"], "coordinates": [[-0.562, 1.517, -0.234], [-0.436, 0.100, 0.340], [-0.787, -0.954, -0.733], [0.969, -0.121, 0.993], [1.899, -0.796, 0.085], [2.528, -1.379, -0.692], [-0.092, 2.264, 0.415], [-1.617, 1.793, -0.344], [-0.097, 1.587, -1.225], [-1.155, 0.012, 1.164], [-1.344, -0.498, -1.558], [-1.383, -1.782, -0.339], [0.114, -1.385, -1.176], [0.904, -0.724, 1.906], [1.410, 0.838, 1.294]], "forces_ev_per_angstrom": [[0.0, 0.1, 0.0], [0.0, 0.0, 0.0], [0.0, 0.0, 0.0], [0.0, 0.0, 0.0], [0.5, -0.5, -0.7], [-0.4, 0.6, 0.8], [-0.1, -0.1, -0.1], [0.2, -0.1, 0.0], [0.0, 0.0, 0.2], [0.1, 0.1, -0.1], [-0.1, 0.0, 0.2], [0.1, 0.1, 0.0], [-0.2, 0.1, 0.0], [-0.1, 0.0, -0.2], [-0.1, -0.2, -0.1]]}



{"formula": "C5H9N", "method": "ωB97M-V with the def2-TZVPD basis set", "smiles": "C=CC/C=C/N", "gap_ev": 8.928, "symbols": ["C", "C", "N", "C", "C", "C", "H", "H", "H", "H", "H", "H", "H", "H", "H"], "coordinates": [[0.140, -0.871, -0.352], [-0.267, -0.652, -1.612], [-0.610, -1.603, -2.562], [0.718, 0.275, 0.435], [-0.239, 0.978, 1.368], [0.095, 1.646, 2.496], [-0.217, -1.714, 0.240], [-0.230, 0.345, -2.039], [-0.685, -1.339, -3.527], [-0.698, -2.587, -2.387], [1.223, 0.980, -0.220], [1.505, -0.130, 1.079], [-1.278, 0.637, 1.320], [-0.511, 2.506, 2.771], [1.056, 1.529, 2.992]], "forces_ev_per_angstrom": [[-1.0, 1.0, 0.1], [0.7, -1.0, -0.5], [-0.6, 0.3, -0.1], [-0.1, -0.9, 1.1], [0.1, -0.8, 1.3], [0.2, 0.3, -1.2], [0.6, -0.3, -0.4], [0.4, 0.0, 0.0], [-0.1, 0.1, 0.2], [0.1, 0.1, 0.3], [-0.2, 0.3, -0.1], [0.3, 0.0, -0.1], [-0.2, 1.3, -1.0], [-0.6, -0.8, 0.9], [0.3, 0.6, -0.6]]}



{"formula": "C5H9N", "method": "ωB97M-V with the def2-TZVPD basis set", "smiles": "CCCCC#N", "gap_ev": 12.119, "symbols": ["C", "C", "C", "C", "C", "H", "H", "H", "H", "H", "H", "H", "H", "H", "N"], "coordinates": [[2.115, -0.569, 0.079], [0.919, 0.437, -0.197], [-0.419, -0.319, -0.024], [-1.535, 0.700, 0.157], [-2.805, -0.057, -0.050], [3.122, -0.005, -0.271], [1.876, -1.564, -0.476], [2.279, -0.887, 1.245], [1.097, 0.815, -1.267], [1.051, 1.294, 0.495], [-0.573, -0.959, -0.879], [-0.449, -1.036, 0.722], [-1.419, 1.521, -0.589], [-1.476, 1.282, 1.106], [-3.781, -0.652, -0.051]], "forces_ev_per_angstrom": [[1.2, 0.0, 0.8], [1.7, -1.3, 0.0], [1.0, 2.3, -1.5], [-0.6, 0.3, -0.9], [0.6, 1.6, 1.0], [-2.2, -1.8, 0.7], [0.9, 1.8, 0.7], [-0.6, 1.0, -2.8], [-0.7, -0.5, 1.5], [-0.4, -0.4, -0.4], [-0.3, 0.2, -0.8], [0.4, -1.0, 2.2], [-0.3, -0.8, 0.1], [-0.3, -1.0, -0.3], [-0.4, -0.4, -0.3]]}



{"formula": "C5H9N", "method": "ωB97M-V with the def2-TZVPD basis set", "smiles": "C=C(N)/C=C/C", "gap_ev": 8.559, "symbols": ["N", "C", "C", "C", "C", "C", "H", "H", "H", "H", "H", "H", "H", "H", "H"], "coordinates": [[-0.355, -1.652, -1.884], [-0.296, -1.174, -0.624], [-0.294, -2.065, 0.469], [0.389, 2.402, 0.927], [0.391, 0.880, 0.914], [-0.061, 0.355, -0.298], [-0.282, -1.212, -2.866], [-1.008, -2.386, -1.940], [-0.332, -3.173, 0.282], [0.083, -1.759, 1.495], [1.288, 2.684, 0.415], [-0.276, 3.168, 0.523], [0.441, 2.670, 2.015], [0.671, 0.134, 1.664], [-0.360, 1.129, -1.092]], "forces_ev_per_angstrom": [[-0.3, 0.5, -3.9], [1.7, 1.2, 4.8], [0.8, 0.8, -1.3], [1.5, 0.1, 3.0], [-2.7, -1.1, -5.0], [0.1, -0.3, 0.7], [-0.1, 0.0, 3.0], [-0.5, -1.2, -0.2], [0.0, 1.3, 0.1], [-1.2, -0.3, -1.5], [1.0, 0.4, 0.3], [-1.2, -1.3, -0.4], [0.5, 0.3, -0.9], [0.1, 1.1, 0.2], [0.4, -1.5, 1.0]]}



{"formula": "C5H9N", "method": "ωB97M-V with the def2-TZVPD basis set", "gap_ev": 10.339, "symbols": ["C", "C", "C", "C", "C", "H", "H", "H", "H", "H", "H", "H", "H", "H", "N"], "coordinates": [[-0.343, -1.257, 0.033], [-0.227, -0.492, -1.156], [-0.813, 0.882, 0.372], [0.102, -0.253, 1.173], [1.161, 0.495, 0.365], [0.160, -2.308, 0.189], [-1.385, -1.396, 0.458], [-0.990, -0.389, -2.026], [0.590, -0.852, -1.859], [-0.793, 2.034, 0.599], [-1.683, 0.476, 0.037], [0.064, -0.413, 2.288], [1.657, 1.321, 0.803], [2.005, -0.262, -0.067], [0.156, 0.791, -0.735]], "forces_ev_per_angstrom": [[-1.7, -5.2, 6.5], [1.9, -0.6, -7.2], [2.5, 3.8, 2.3], [-1.4, 2.6, -2.3], [2.8, -3.5, -2.0], [-0.7, 2.0, -0.9], [0.7, -0.7, -1.3], [0.1, -0.4, 2.2], [-0.4, -0.1, 1.1], [-0.5, -2.4, 0.6], [-3.3, -0.2, -0.3], [0.1, -0.2, -1.5], [0.0, 1.1, 0.3], [-1.5, 1.9, 1.0], [1.2, 1.8, 1.7]]}



{"formula": "C5H9N", "method": "ωB97M-V with the def2-TZVPD basis set", "smiles": "CC(C)CC#N", "gap_ev": 12.288, "symbols": ["C", "C", "C", "C", "C", "N", "H", "H", "H", "H", "H", "H", "H", "H", "H"], "coordinates": [[-0.318, -1.292, 0.854], [0.074, 0.162, 0.574], [1.468, 0.258, -0.077], [-1.001, 0.879, -0.274], [-0.894, 0.563, -1.702], [-0.751, 0.327, -2.826], [-1.378, -1.382, 1.119], [0.268, -1.699, 1.685], [-0.137, -1.923, -0.024], [0.088, 0.699, 1.530], [1.732, -0.685, -0.567], [2.249, 0.481, 0.654], [1.508, 1.031, -0.850], [-0.901, 1.966, -0.170], [-2.007, 0.616, 0.072]], "forces_ev_per_angstrom": [[0.0, -0.1, 0.0], [0.0, 0.0, 0.0], [0.1, 0.0, 0.0], [0.0, 0.0, 0.0], [0.1, -0.3, -1.1], [-0.2, 0.2, 1.1], [0.2, 0.0, 0.0], [0.0, 0.0, -0.2], [-0.1, 0.1, 0.1], [0.0, -0.1, -0.1], [-0.1, 0.1, 0.0], [-0.1, -0.1, 0.0], [0.0, 0.0, 0.2], [0.0, -0.2, -0.1], [0.1, 0.0, -0.1]]}



{"formula": "C5H9N", "method": "ωB97M-V with the def2-TZVPD basis set", "smiles": "C1CC1N1CC1", "gap_ev": 10.269, "symbols": ["C", "C", "C", "N", "C", "C", "H", "H", "H", "H", "H", "H", "H", "H", "H"], "coordinates": [[0.123, -0.704, -1.576], [0.249, 0.777, -1.812], [0.485, 0.210, -0.445], [-0.509, 0.452, 0.576], [-0.022, 0.519, 1.943], [-0.782, -0.662, 1.469], [-0.879, -1.121, -1.551], [0.888, -1.376, -1.960], [1.107, 1.133, -2.375], [-0.675, 1.337, -1.939], [1.513, 0.170, -0.080], [1.049, 0.382, 2.108], [-0.476, 1.267, 2.592], [-1.826, -0.788, 1.743], [-0.244, -1.598, 1.307]], "forces_ev_per_angstrom": [[0.0, -0.3, 0.0], [0.1, 0.2, 0.0], [0.2, -0.1, 0.1], [0.0, 0.0, -0.2], [0.2, 0.1, 0.2], [-0.2, -0.3, 0.1], [0.1, 0.1, 0.0], [-0.2, 0.2, 0.0], [-0.2, 0.0, 0.1], [0.2, -0.1, 0.0], [-0.1, 0.0, -0.1], [-0.2, 0.0, -0.1], [0.0, -0.2, -0.2], [0.1, 0.0, 0.0], [0.0, 0.3, 0.0]]}